{"formula": "C28H27AsO7PRhS2", "method": "the ωB97M-V functional and the def2-TZVPD basis", "energy_ev": -138612.1819, "multiplicity": 1, "homo_lumo_gap_ev": [7.738, 7.738], "symbols": ["Rh", "O", "C", "C", "C", "C", "C", "C", "C", "P", "C", "C", "C", "C", "C", "C", "C", "C", "C", "C", "C", "C", "H", "H", "H", "H", "H", "H", "H", "H", "H", "H", "H", "H", "H", "H", "O", "S", "O", "O", "C", "C", "C", "C", "C", "C", "S", "O", "O", "O", "H", "H", "H", "H", "C", "As", "C", "C", "H", "H", "H", "H", "H", "H", "H", "H", "H"], "xyz": [[0.2196, -1.0963, 0.9058], [2.1166, 0.8002, 1.7823], [2.4672, 0.7286, 0.6521], [0.9424, 2.2874, -0.2058], [1.4866, 3.5571, -0.1839], [0.6506, 4.6511, -0.0294], [-0.7153, 4.4478, 0.0864], [-1.2331, 3.1610, 0.0577], [-0.4173, 2.0355, -0.0850], [-1.1144, 0.3239, -0.0663], [-2.8704, 0.6572, 0.2829], [-3.8230, 0.7979, -0.7204], [-5.1405, 1.0990, -0.3961], [-5.5145, 1.2692, 0.9270], [-4.5670, 1.1394, 1.9350], [-3.2555, 0.8314, 1.6111], [-1.1181, -0.1281, -1.8292], [-1.5690, -1.4113, -2.1461], [-1.5655, -1.8485, -3.4591], [-1.0937, -1.0158, -4.4668], [-0.6304, 0.2532, -4.1580], [-0.6441, 0.6988, -2.8419], [2.5582, 3.6660, -0.2907], [1.0667, 5.6493, -0.0046], [-1.3890, 5.2870, 0.1985], [-2.3029, 3.0349, 0.1494], [-3.5423, 0.6718, -1.7582], [-5.8752, 1.2013, -1.1845], [-6.5422, 1.5023, 1.1741], [-4.8496, 1.2759, 2.9712], [-2.5194, 0.7484, 2.3980], [-1.8968, -2.0735, -1.3537], [-1.9121, -2.8461, -3.6954], [-1.0801, -1.3619, -5.4927], [-0.2557, 0.9007, -4.9404], [-0.2849, 1.6939, -2.6122], [4.5092, -0.8128, 1.3444], [4.0859, -0.0721, 0.2044], [4.8424, 1.0609, -0.2645], [1.8751, 1.2519, -0.4306], [3.8113, -1.1370, -1.1980], [4.5078, -0.7096, -2.3306], [4.5267, -1.4806, -3.4777], [3.8507, -2.6872, -3.4998], [3.1459, -3.1059, -2.3873], [3.1023, -2.3418, -1.2221], [1.9569, -3.0513, -0.0408], [2.3005, -4.4362, 0.0396], [2.0284, -2.3283, 1.2537], [0.6716, -2.7235, -0.6808], [5.0438, 0.2262, -2.2856], [5.0759, -1.1386, -4.3447], [3.8645, -3.3068, -4.3871], [2.6059, -4.0425, -2.4051], [0.9408, -1.8862, 4.1724], [-0.3544, -0.8743, 3.1469], [-0.2487, 0.8199, 4.0883], [-1.9878, -1.6309, 3.8234], [0.7790, -1.7445, 5.2403], [1.9371, -1.5508, 3.8888], [0.8543, -2.9399, 3.9128], [-0.3676, 0.6616, 5.1602], [-1.0070, 1.5173, 3.7357], [0.7316, 1.2444, 3.8811], [-2.0144, -1.5125, 4.9064], [-1.9900, -2.6900, 3.5698], [-2.8634, -1.1674, 3.3752]], "atomic_forces_ev_per_a": [[-0.4, -0.8, -0.4], [0.3, 0.5, 0.3], [0.0, -0.6, -0.1], [0.3, -0.1, 0.0], [-0.1, 0.1, 0.0], [0.0, 0.0, 0.0], [0.0, 0.0, 0.0], [0.0, 0.0, 0.0], [-0.2, 0.0, 0.1], [0.3, 0.0, 0.0], [0.0, 0.0, 0.1], [-0.1, 0.0, 0.0], [0.0, 0.0, -0.1], [0.0, 0.0, 0.0], [0.0, 0.0, 0.0], [-0.1, 0.1, -0.1], [0.0, -0.1, 0.0], [0.0, 0.0, 0.0], [0.0, 0.0, 0.0], [0.0, 0.0, 0.0], [0.0, 0.0, 0.0], [0.0, 0.0, 0.0], [0.0, 0.0, 0.0], [0.0, 0.0, 0.0], [0.0, 0.0, 0.0], [0.0, 0.0, 0.0], [0.0, 0.0, 0.0], [0.0, 0.0, 0.0], [0.0, 0.0, 0.0], [0.0, 0.0, 0.0], [0.0, 0.0, 0.0], [0.0, 0.0, 0.0], [0.0, 0.0, 0.0], [0.0, 0.0, 0.0], [0.0, 0.0, 0.0], [0.0, 0.0, 0.0], [0.1, -0.1, 0.0], [-0.5, 0.2, 0.2], [0.1, 0.0, 0.0], [0.0, 0.0, -0.1], [0.1, 0.1, -0.1], [-0.1, -0.1, 0.0], [0.0, 0.1, 0.0], [0.0, -0.1, -0.1], [0.0, 0.0, 0.1], [0.2, 0.0, -0.2], [0.4, 0.0, 0.4], [-0.1, 0.0, -0.1], [-0.2, 0.1, -0.2], [-0.2, 0.3, 0.1], [0.0, 0.0, 0.0], [0.0, 0.0, 0.0], [0.0, 0.0, 0.0], [0.0, 0.0, 0.0], [0.1, 0.0, -0.1], [0.6, 0.5, 0.1], [0.0, 0.1, 0.0], [-0.3, -0.2, 0.0], [0.0, 0.0, 0.0], [0.0, 0.0, 0.0], [0.0, 0.0, 0.0], [0.0, 0.0, 0.0], [0.0, 0.0, 0.0], [0.0, 0.0, 0.0], [0.0, 0.0, 0.0], [0.0, 0.0, 0.0], [0.0, 0.0, 0.0]]}



{"formula": "C28H27BCrNO6", "method": "the ωB97M-V functional and the def2-TZVPD basis", "energy_ev": -72318.5063, "multiplicity": 3, "total_charge": 3, "homo_lumo_gap_ev": [8.937, 5.304], "symbols": ["C", "C", "C", "C", "C", "B", "O", "C", "C", "N", "C", "C", "C", "O", "O", "H", "H", "H", "H", "H", "H", "H", "H", "H", "H", "H", "H", "H", "H", "H", "H", "O", "C", "Cr", "C", "O", "C", "O", "C", "C", "C", "C", "C", "C", "C", "C", "C", "C", "C", "C", "C", "C", "C", "H", "H", "H", "H", "H", "H", "H", "H", "H", "H", "H"], "xyz": [[1.7977, 4.8828, 0.8639], [1.7436, 3.8561, -0.1731], [1.1739, 3.7362, -1.4223], [1.1108, 2.3603, -1.7406], [1.6887, 1.6696, -0.6840], [-1.6260, 0.9746, 1.9841], [-0.5926, 0.5421, 2.7512], [-0.4788, 1.4377, 3.8819], [-1.5617, 2.5432, 3.7134], [-2.3600, 2.1990, 2.4512], [-2.4996, 3.3416, 1.4665], [-3.6240, 1.2984, 2.4356], [-3.4681, 0.5047, 1.1018], [-2.0618, 0.3722, 0.8323], [2.0363, 2.5878, 0.2659], [1.2392, 5.7765, 0.5305], [1.4105, 4.5621, 1.8583], [2.8577, 5.1704, 0.9934], [0.7790, 4.5575, -2.0037], [0.6971, 1.9190, -2.6344], [-0.6276, 0.9167, 4.8413], [0.5333, 1.8706, 3.8344], [-2.1974, 2.6589, 4.6077], [-1.0357, 3.4838, 3.5009], [-3.4593, 3.8640, 1.6264], [-1.6707, 4.0461, 1.6406], [-2.4518, 2.9549, 0.4345], [-3.6774, 0.6383, 3.3210], [-4.5372, 1.9170, 2.4298], [-3.8795, -0.5097, 1.1235], [-3.9330, 1.0548, 0.2777], [1.2514, -6.0973, -3.4064], [0.4425, -5.3528, -3.0117], [-0.8731, -4.3204, -2.1107], [0.4751, -4.0860, -0.7971], [1.3535, -4.0341, -0.0364], [-1.2452, -5.9511, -1.2114], [-1.2960, -6.9896, -0.6756], [-2.7052, -4.2077, -3.2933], [-1.6633, -3.6420, -4.0158], [-0.8438, -2.6635, -3.4477], [-1.1270, -2.1513, -2.1687], [-0.2330, -1.1961, -1.5158], [0.5413, -0.4662, -0.9286], [1.3876, 0.4150, -0.0806], [2.8057, -0.0808, 0.0219], [3.5147, -0.1084, 1.2219], [4.8874, -0.3473, 1.1627], [5.5454, -0.4516, -0.0636], [4.8285, -0.3399, -1.2559], [3.4525, -0.1421, -1.2107], [-2.1640, -2.7551, -1.4259], [-2.9550, -3.7544, -1.9963], [-3.3216, -4.9887, -3.7322], [-1.4390, -4.0021, -5.0119], [0.0360, -2.2735, -3.9688], [0.8842, 0.5157, 0.8919], [2.9528, 0.0371, 2.1483], [5.4560, -0.3472, 2.0787], [6.6264, -0.5295, -0.1314], [5.2792, -0.3291, -2.2453], [2.8570, 0.0724, -2.1106], [-2.2916, -2.4272, -0.3866], [-3.7451, -4.1922, -1.3958]], "atomic_forces_ev_per_a": [[0.3, 1.2, 0.1], [-0.7, -2.1, 1.0], [-0.3, -0.6, -1.1], [0.5, 1.3, -0.9], [-1.5, 2.8, 1.1], [2.8, -1.4, -1.5], [-1.1, 0.8, 0.0], [0.2, 0.2, 0.4], [-0.2, 0.3, 0.3], [-0.1, -0.4, 0.3], [0.0, 0.1, -0.1], [-1.0, 0.3, 0.4], [-1.0, 0.0, -0.8], [0.1, 0.6, 1.4], [0.7, 0.7, 0.2], [0.4, -0.4, 0.2], [0.3, -0.1, -0.8], [-0.4, 0.1, 0.2], [0.1, -0.1, 0.0], [0.0, 0.0, 0.1], [0.2, -0.1, -0.6], [-0.4, -0.2, 0.3], [0.2, 0.0, -0.6], [-0.6, -0.2, 0.1], [0.5, -0.3, 0.0], [-0.4, -0.4, -0.2], [-0.1, 0.1, 0.5], [0.4, 0.4, -0.3], [0.5, -0.2, 0.0], [-0.2, 0.4, 0.4], [0.0, -0.1, 0.1], [-3.2, 3.1, 1.4], [3.6, -3.6, -2.0], [0.3, -0.5, 0.6], [3.4, 0.4, 2.9], [-3.0, 0.0, -2.4], [-0.4, -5.0, 2.3], [0.0, 4.3, -2.1], [-0.8, -0.5, -0.8], [0.0, -0.4, -0.8], [1.0, 1.6, -0.4], [1.1, 0.2, 0.3], [0.6, 0.5, 0.3], [-1.0, -0.7, -0.4], [-0.9, -2.9, -0.2], [0.4, 0.2, 0.5], [0.0, -0.4, -0.3], [-0.5, 0.5, 0.4], [-0.1, 0.2, -0.9], [-0.3, 0.1, -0.2], [0.4, 0.1, -0.4], [-0.5, 0.9, 1.2], [-0.5, 0.1, 0.9], [0.2, 0.1, 0.1], [0.0, -0.1, 0.0], [-0.5, -0.2, 0.0], [0.4, 0.1, -0.2], [0.5, -0.1, -0.1], [0.1, -0.2, 0.1], [-0.2, -0.2, 0.3], [0.3, -0.1, 0.4], [0.5, -0.5, 0.2], [-0.2, -0.3, -0.5], [0.1, -0.1, -0.1]]}



{"formula": "C28H27ClF5IN2O5Ti", "method": "the ωB97M-V functional and the def2-TZVPD basis", "energy_ev": -100021.9623, "multiplicity": 1, "homo_lumo_gap_ev": 8.215, "symbols": ["Ti", "C", "C", "N", "C", "C", "C", "C", "N", "C", "C", "F", "C", "F", "C", "C", "F", "C", "F", "H", "H", "H", "H", "H", "H", "H", "H", "H", "H", "H", "H", "H", "H", "H", "C", "C", "C", "C", "Cl", "C", "C", "C", "O", "C", "C", "O", "O", "H", "H", "H", "H", "H", "H", "H", "H", "F", "I", "C", "C", "C", "C", "C", "C", "C", "O", "O", "H", "H", "H", "H"], "xyz": [[0.1867, 0.0477, -0.3920], [-0.9244, -2.4000, 3.4740], [-0.6305, -1.2819, 2.4733], [-0.1064, -1.7052, 1.1571], [1.1275, -2.5256, 1.2735], [2.1688, -2.0004, 2.2570], [-1.1275, -2.4626, 0.4096], [-2.2084, -1.5014, -0.1596], [-1.6867, -0.1459, -0.0865], [-2.4447, 0.8940, 0.3613], [-1.7704, 1.9396, 1.0075], [-0.4227, 1.7560, 1.1922], [-2.3809, 3.0812, 1.4612], [-1.6548, 4.0334, 2.0541], [-3.7467, 3.2363, 1.3215], [-4.4461, 2.2094, 0.7178], [-5.7687, 2.3301, 0.5601], [-3.8293, 1.0634, 0.2555], [-4.5745, 0.1295, -0.3600], [-1.3015, -1.9457, 4.3901], [-1.6856, -3.0915, 3.1141], [-0.0335, -2.9725, 3.7291], [-1.5529, -0.7295, 2.2951], [0.0859, -0.5840, 2.9064], [0.8623, -3.5504, 1.5608], [1.5750, -2.5623, 0.2803], [1.8880, -2.1821, 3.2943], [3.1077, -2.5205, 2.0696], [2.3435, -0.9366, 2.1268], [-0.6250, -2.9808, -0.4020], [-1.5998, -3.2184, 1.0408], [-2.4352, -1.7778, -1.1930], [-3.1293, -1.5971, 0.4136], [-4.2478, 4.1283, 1.6657], [2.7070, -4.5023, -2.4091], [3.2412, -3.1779, -2.8822], [4.4536, -2.6939, -2.4029], [4.9476, -1.4737, -2.8327], [6.4660, -0.9074, -2.2184], [4.2488, -0.7069, -3.7501], [3.0414, -1.1799, -4.2329], [2.5457, -2.4038, -3.8073], [1.3497, -2.8436, -4.3453], [0.2309, -2.6828, -3.4904], [0.2338, -1.2947, -2.8424], [-0.0418, -0.3053, -3.4731], [0.5700, -1.2941, -1.5565], [3.5239, -5.1752, -2.1529], [2.0998, -4.9695, -3.1836], [2.0884, -4.3745, -1.5166], [5.0225, -3.2771, -1.6899], [4.6445, 0.2428, -4.0823], [2.4622, -0.6039, -4.9427], [0.2191, -3.4531, -2.7120], [-0.6527, -2.7749, -4.1186], [1.6862, 0.3680, 0.4468], [2.4564, 6.4703, -5.7581], [1.4437, 5.0684, -4.5579], [0.0642, 4.9652, -4.6519], [-0.5967, 4.0451, -3.8569], [0.1188, 3.2367, -2.9829], [1.5048, 3.3466, -2.9050], [2.1742, 4.2687, -3.6932], [-0.6179, 2.2652, -2.1237], [-1.8214, 2.1913, -2.1074], [0.1655, 1.5002, -1.3614], [-0.4861, 5.5964, -5.3356], [-1.6720, 3.9315, -3.8997], [2.0451, 2.7041, -2.2241], [3.2494, 4.3593, -3.6272]], "atomic_forces_ev_per_a": [[0.3, -1.0, 1.6], [0.1, 0.1, -0.1], [0.0, 0.0, 0.2], [0.2, -0.4, -0.1], [0.2, 0.0, 0.2], [-0.1, 0.0, 0.0], [-0.2, 0.0, 0.0], [0.2, -0.1, 0.3], [-0.9, -0.1, -0.2], [-0.4, 0.6, 0.4], [0.1, -0.2, 0.0], [-0.3, 0.1, 0.1], [-0.1, 0.0, 0.0], [0.1, 0.0, 0.0], [0.0, 0.0, -0.1], [0.1, 0.1, 0.1], [-0.1, -0.1, 0.0], [0.2, -0.2, -0.1], [0.0, 0.0, -0.1], [0.0, 0.0, 0.0], [0.0, 0.0, 0.0], [0.0, 0.0, 0.0], [0.1, 0.1, 0.0], [0.0, 0.0, 0.0], [0.0, 0.0, -0.1], [-0.1, -0.1, -0.1], [0.0, 0.0, 0.0], [0.0, 0.0, 0.0], [0.0, 0.0, -0.1], [0.1, 0.0, 0.0], [0.0, 0.0, 0.0], [-0.1, 0.0, 0.0], [0.0, 0.1, 0.0], [0.0, 0.0, 0.0], [0.0, 0.1, -0.1], [0.0, -0.1, 0.0], [0.0, 0.1, 0.0], [-0.2, -0.1, -0.1], [0.1, 0.0, 0.0], [0.1, 0.0, 0.0], [-0.1, 0.0, -0.1], [0.2, 0.1, 0.0], [0.0, 0.0, -0.1], [0.1, 0.0, 0.3], [-0.3, 0.0, -0.9], [0.0, -0.3, 0.1], [0.2, -0.7, -0.7], [0.0, 0.0, 0.0], [0.0, 0.0, 0.0], [0.0, 0.0, 0.0], [0.0, 0.0, 0.0], [0.0, 0.0, 0.0], [0.0, 0.0, 0.0], [0.0, 0.0, 0.0], [0.0, 0.0, 0.0], [1.2, 0.2, 0.9], [-0.1, -0.2, 0.2], [0.2, 0.2, -0.2], [0.0, 0.0, 0.0], [-0.1, -0.1, 0.1], [0.3, -0.1, 0.1], [-0.2, 0.0, 0.0], [0.0, -0.1, 0.1], [-0.5, 0.4, -0.6], [0.2, 0.0, 0.0], [-0.1, 1.7, -1.1], [0.0, 0.0, 0.0], [0.0, 0.0, 0.0], [0.1, 0.0, 0.0], [0.0, 0.0, 0.0]]}